C3H11N2O | the ωB97M-V functional and the def2-TZVPD basis

Last columns: bonded neighbours and bond lengths (Å).
Cartesian coordinates (Å):
1 C -2.31837 0.40520 0.63189  N2 1.512, H6 1.087, H7 1.085, H8 1.089
2 N -2.08608 -0.59986 1.73742  C1 1.512, H3 1.057, H4 1.045, H5 1.043
3 H -2.92158 -1.15637 2.06675  N2 1.057
4 H -1.36238 -1.30031 1.45966  N2 1.045
5 H -1.82817 -0.19957 2.66538  N2 1.043
6 H -2.88017 1.19041 1.13075  C1 1.087
7 H -2.85710 -0.01542 -0.21065  C1 1.085
8 H -1.31433 0.71112 0.33999  C1 1.089
9 C 1.68688 -0.60105 -1.91120  C10 1.530, H13 1.091, H14 1.084, H17 1.099
10 C 1.60184 0.22879 -0.62819  C9 1.530, O11 1.215, N12 1.356
11 O 0.55865 0.12947 -0.01255  C10 1.215
12 N 2.67758 0.95561 -0.23566  C10 1.356, H15 1.007, H16 1.016
13 H 1.74695 -0.20150 -2.92510  C9 1.091
14 H 0.84000 -1.27735 -1.94613  C9 1.084
15 H 2.60937 1.51335 0.60059  N12 1.007
16 H 3.23955 1.41169 -0.94825  N12 1.016
17 H 2.60734 -1.19420 -1.81470  C9 1.099

Output
Spin multiplicity: 2
E_HOMO (spin up / spin down): -3.3 / -10.4 eV
Lowest unoccupied orbital energy (spin up / spin down): 0.61 / 0.56 eV
F_max: 2.073 eV/Å
Energy above the lowest of the compared OMol25 structures with the same formula, charge and spin: 83.2 kJ/mol